Entry 1:
The following is a quantum chemistry calculation of a cluster of 4 separate species, C3H14NO3 in total, from the OMol25 dataset.

```
21
Properties=species:S:1:pos:R:3
C -1.4664 0.1229 -0.8698
C -0.6277 -0.5846 0.1233
C 0.1692 -1.6179 -0.0235
N -0.8338 -0.0701 1.5228
H -1.2780 1.1895 -1.0671
H -1.3822 -0.2715 -1.8882
H -2.5219 0.1281 -0.6294
H 0.7858 -2.0844 0.7170
H 0.2299 -2.1861 -0.9433
H -0.8595 -0.8625 2.1646
H -1.6804 0.4795 1.5062
H 0.0188 0.4270 1.8613
H -2.2523 -3.0372 0.9415
H -3.6955 -2.6081 0.6570
O -2.8436 -2.2817 0.9238
H 2.1458 0.0955 3.2295
H 2.2909 0.1436 1.6889
O 1.7725 0.4805 2.4282
H 3.7050 4.8049 -3.7504
H 4.1602 3.7399 -4.7594
O 4.1631 3.9929 -3.8330
```

Output
**Relative energy (zero: lowest compared OMol25 entry of this formula, charge and spin)**: 1.247 eV
**Spin multiplicity**: 1
**E_LUMO**: -0.1157 Eh
**Net charge**: +1
**Kohn-Sham gap**: 10.170 eV


Entry 2:
The following is a quantum chemistry calculation of an isolated molecule of C5H9NO, from the OMol25 dataset.

```
16
Properties=species:S:1:pos:R:3
C -0.5207 -0.9420 1.8317
O -0.7678 -0.9028 0.4369
C 0.0032 0.0913 -0.2685
C 1.0288 -0.6000 -1.1719
C -0.9436 1.0054 -1.0570
C 0.7714 0.9608 0.6419
N 1.4945 1.8269 0.8869
H -0.0174 -1.8662 2.1494
H 0.1545 -0.0789 2.0649
H -1.4421 -0.7936 2.4104
H 0.4643 -1.2279 -1.8618
H 1.6882 -1.2210 -0.5597
H 1.6476 0.1023 -1.7462
H -0.4232 1.6395 -1.7868
H -1.5065 1.6593 -0.3839
H -1.6313 0.3466 -1.5864
```

Output
**Relative energy (zero: lowest compared OMol25 entry of this formula, charge and spin)**: 1.995 eV
**SMILES**: COC(C)(C)C#N
**Spin multiplicity**: 1
**E_LUMO**: 0.0313 Eh
**Kohn-Sham gap**: 11.211 eV